1.
H13O10S | ωB97M-V/def2-TZVPD

Output
highest occupied orbital energy	-4.03	eV
orbital gap	5.90	eV
total charge	-1
energy	-1158.38542	Ha

```
24
Properties=species:S:1:pos:R:3:nbo_charge:R:1
O -0.508 0.789 0.995 -0.83
H 0.231 0.360 1.300 0.50
H 0.089 0.945 0.083 0.55
H -1.144 0.035 0.835 0.57
S 0.679 0.413 -2.505 2.63
O -0.347 0.553 -3.673 -1.09
O 1.931 0.880 -3.024 -1.03
O 0.164 1.261 -1.400 -1.11
O 0.691 -0.923 -2.042 -1.08
O 1.993 -2.210 -0.160 -0.96
H 1.412 -1.846 0.507 0.45
H 1.595 -1.878 -0.909 0.48
O 1.631 -0.537 2.385 -0.92
H 1.181 -1.065 2.983 0.47
H 1.549 0.368 2.672 0.47
O -0.153 3.346 -0.149 -1.01
H 0.725 3.486 0.226 0.44
H -0.003 2.672 -0.900 0.51
O -0.820 -1.902 -0.344 -1.06
H -0.269 -1.577 -1.186 0.51
H -1.588 -2.336 -0.760 0.46
O -2.865 -0.391 1.333 -0.93
H -2.833 -0.851 2.211 0.47
H -3.345 0.405 1.516 0.48
```

2.
C3H5N3O | ωB97M-V/def2-TZVPD

Output
SMILES	Nn1cc(O)cn1
highest occupied orbital energy	-8.33	eV
orbital gap	9.15	eV
energy	-356.68238	Ha

```
12
Properties=species:S:1:pos:R:3:nbo_charge:R:1
N -2.040 -0.574 0.027 -0.60
N -0.870 0.023 -0.108 -0.07
C 0.123 -0.720 -0.117 -0.09
C 1.259 -0.020 0.055 0.15
O 2.602 -0.339 -0.002 -0.64
C 0.714 1.360 0.091 -0.08
N -0.546 1.333 -0.011 -0.29
H -2.393 -0.446 1.097 0.35
H -2.548 0.180 -0.616 0.37
H 0.145 -1.869 -0.254 0.22
H 2.464 -1.256 0.157 0.47
H 1.091 2.329 -0.319 0.22
```

3.
C22H38KN2Sb2Se4Si3 | ωB97M-V/def2-TZVPD

Output
highest occupied orbital energy (alpha / beta)	-3.95 / -4.08	eV
orbital gap (alpha / beta)	5.70 / 4.72	eV
total charge	-1
energy	-12525.45504	Ha

```
72
Properties=species:S:1:pos:R:3:mulliken_charge:R:1
K -2.439 1.734 -0.071 0.69
C -1.001 -2.941 -0.023 -1.31
Sb 0.499 -1.653 0.806 0.60
C -0.782 -0.242 1.756 -0.28
C -0.205 0.977 2.354 0.03
C 0.808 0.940 3.319 -0.25
C 1.226 2.129 3.893 -0.57
C 0.641 3.323 3.497 -0.70
C -0.353 3.274 2.532 -0.63
N -0.768 2.135 1.982 0.47
Si -2.364 -0.759 2.656 -0.02
C -3.130 0.736 3.476 -0.96
C -1.810 -1.968 3.983 -1.17
C -3.686 -1.551 1.596 -0.97
C 1.308 -0.867 -1.102 1.88
C 0.227 -0.579 -2.123 -1.28
C 0.537 -0.345 -3.467 -0.71
C -0.464 0.021 -4.353 -1.06
C -1.766 0.131 -3.900 -1.09
C -1.999 -0.146 -2.564 -0.45
N -1.038 -0.469 -1.694 0.50
Si 2.553 -2.239 -1.583 0.37
C 4.011 -2.224 -0.399 -0.94
C 3.257 -2.148 -3.324 -1.23
C 1.834 -3.976 -1.513 -1.35
Si 2.248 0.782 -0.839 0.32
C 3.549 1.105 -2.160 -1.27
C 1.026 2.185 -0.943 -0.46
C 3.170 0.849 0.796 -0.88
H -1.121 -3.825 0.604 0.37
H -0.683 -3.241 -1.017 0.42
H -1.936 -2.403 -0.117 0.22
H 1.242 -0.007 3.615 0.49
H 2.003 2.122 4.648 0.42
H 0.940 4.269 3.925 0.45
H -0.856 4.168 2.176 0.25
H -2.446 1.234 4.165 0.26
H -4.002 0.404 4.048 0.41
H -3.486 1.489 2.768 0.33
H -1.125 -1.486 4.686 0.31
H -1.301 -2.835 3.552 0.28
H -2.672 -2.331 4.550 0.38
H -3.924 -0.949 0.713 0.32
H -4.598 -1.603 2.197 0.41
H -3.446 -2.563 1.273 0.41
H 1.556 -0.418 -3.813 0.49
H -0.217 0.228 -5.388 0.44
H -2.584 0.435 -4.538 0.50
H -3.010 -0.063 -2.174 0.48
H 4.696 -1.396 -0.587 0.26
H 4.571 -3.153 -0.543 0.42
H 3.701 -2.181 0.647 0.30
H 3.685 -1.186 -3.607 0.41
H 2.509 -2.431 -4.067 0.36
H 4.060 -2.891 -3.368 0.42
H 1.491 -4.288 -0.525 0.36
H 2.636 -4.658 -1.812 0.41
H 1.012 -4.111 -2.220 0.39
H 3.135 1.155 -3.169 0.31
H 4.370 0.385 -2.153 0.30
H 3.976 2.089 -1.938 0.42
H 0.557 2.241 -1.928 0.32
H 1.519 3.142 -0.755 0.48
H 0.244 2.078 -0.195 -0.27
H 4.142 0.361 0.724 0.42
H 2.634 0.405 1.635 0.09
H 3.343 1.901 1.045 0.35
Se -7.012 4.924 0.108 -0.46
Sb -4.966 4.275 -1.191 0.63
Se -5.672 5.769 -2.941 -0.59
Se -2.956 4.861 0.084 -0.63
Se -5.097 1.873 -1.708 -0.64
```

4.
C9H10O4 | ωB97M-V/def2-TZVPD

Output
SMILES	COc1cccc(OCC(=O)O)c1
highest occupied orbital energy	-8.34	eV
orbital gap	8.83	eV
energy	-649.86489	Ha

```
23
Properties=species:S:1:pos:R:3:nbo_charge:R:1
C 0.927 2.764 -0.049 -0.25
O 1.958 1.813 0.210 -0.49
C 1.690 0.530 0.097 0.32
C 2.690 -0.421 0.021 -0.29
C 2.493 -1.771 0.162 -0.17
C 1.175 -2.222 0.186 -0.29
C 0.163 -1.292 0.134 0.32
O -1.107 -1.754 0.254 -0.49
C -2.120 -1.064 -0.478 -0.19
C -2.821 -0.046 0.252 0.75
O -2.649 0.301 1.398 -0.58
O -3.728 0.551 -0.517 -0.68
C 0.404 0.074 0.255 -0.38
H 0.150 2.545 0.779 0.18
H 0.427 2.603 -1.095 0.18
H 1.405 3.723 -0.057 0.21
H 3.750 -0.159 -0.228 0.22
H 3.312 -2.538 0.088 0.22
H 0.878 -3.216 0.249 0.22
H -1.718 -0.623 -1.386 0.22
H -2.835 -1.908 -0.804 0.24
H -4.111 1.341 -0.023 0.51
H -0.332 0.770 0.551 0.23
```

5.
C17H29Cl12N | ωB97M-V/def2-TZVPD

Output
SMILES	c1ccncc1.ClCCCl.ClCCCl.ClCCCl.ClCCCl.ClCCCl.ClCCCl
highest occupied orbital energy	-9.85	eV
orbital gap	10.31	eV
energy	-6242.22073	Ha

```
59
Properties=species:S:1:pos:R:3:nbo_charge:R:1
C -1.325 -0.640 0.398 -0.18
C -1.027 0.358 -0.535 -0.26
C -0.171 1.356 -0.133 0.02
N 0.524 1.296 1.041 -0.42
C 0.242 0.314 1.883 0.03
C -0.700 -0.668 1.607 -0.29
H -2.096 -1.376 0.204 0.22
H -1.593 0.400 -1.455 0.22
H 0.011 2.288 -0.647 0.20
H 0.592 0.404 2.908 0.20
H -1.003 -1.331 2.410 0.23
Cl 2.390 6.891 -0.634 -0.05
C 3.025 6.219 -2.156 -0.39
C 2.218 5.066 -2.741 -0.41
Cl 2.072 3.733 -1.615 -0.04
H 4.054 5.884 -2.020 0.22
H 3.089 7.022 -2.889 0.22
H 2.626 4.696 -3.680 0.23
H 1.243 5.469 -3.027 0.22
Cl -1.424 -2.663 -2.268 -0.07
C 0.191 -3.391 -2.343 -0.39
C 1.210 -2.512 -1.633 -0.38
Cl 2.769 -3.390 -1.636 -0.06
H 0.472 -3.486 -3.391 0.22
H 0.118 -4.407 -1.962 0.23
H 0.916 -2.333 -0.602 0.22
H 1.349 -1.590 -2.190 0.23
Cl -0.385 0.655 -4.410 -0.04
C -1.637 1.885 -4.179 -0.40
C -1.139 3.252 -3.715 -0.38
Cl -0.031 3.931 -4.960 -0.07
H -2.361 1.540 -3.442 0.22
H -2.133 2.029 -5.135 0.22
H -0.670 3.211 -2.736 0.23
H -1.984 3.934 -3.670 0.22
Cl -3.020 -1.233 4.474 -0.05
C -3.440 0.458 4.761 -0.40
C -2.395 1.489 4.379 -0.39
Cl -0.902 1.192 5.291 -0.06
H -3.717 0.599 5.801 0.22
H -4.299 0.660 4.116 0.22
H -2.722 2.484 4.679 0.23
H -2.162 1.544 3.317 0.23
Cl -4.112 -3.364 0.975 -0.08
C -2.363 -3.687 1.266 -0.37
C -1.975 -4.900 0.430 -0.40
Cl -0.284 -5.300 0.754 -0.05
H -2.311 -3.811 2.343 0.22
H -1.803 -2.805 0.968 0.22
H -2.090 -4.609 -0.611 0.23
H -2.632 -5.731 0.669 0.23
Cl 3.512 -4.285 1.788 -0.07
C 4.298 -2.689 2.040 -0.38
C 3.358 -1.534 1.781 -0.38
Cl 4.294 -0.062 2.173 -0.06
H 5.266 -2.705 1.550 0.23
H 4.522 -2.680 3.107 0.22
H 2.577 -1.547 2.534 0.22
H 2.967 -1.527 0.768 0.22
```

6.
C15H16ClNO3S | ωB97M-V/def2-TZVPD

Output
highest occupied orbital energy	-8.86	eV
orbital gap	9.34	eV
energy	-1720.00456	Ha

```
37
Properties=species:S:1:pos:R:3:nbo_charge:R:1
O 2.216 0.897 -1.867 -1.01
S 2.486 0.949 -0.419 1.26
C 3.694 -0.383 -0.117 -0.01
N 4.035 -0.570 1.144 -0.43
C 4.917 -1.520 1.406 0.04
C 5.491 -2.312 0.420 -0.25
C 5.125 -2.099 -0.900 -0.16
C 4.202 -1.104 -1.183 -0.25
H 3.868 -0.879 -2.183 0.25
H 5.550 -2.694 -1.695 0.22
H 6.207 -3.074 0.682 0.22
H 5.168 -1.647 2.450 0.20
C 1.095 0.014 0.386 -0.60
C -0.249 0.551 -0.117 0.05
C -0.313 2.082 0.075 -0.09
O -1.536 2.676 -0.272 -0.52
C -2.616 2.415 0.596 -0.08
C -3.321 1.104 0.338 -0.08
C -3.490 0.656 -0.967 -0.18
C -4.137 -0.537 -1.224 -0.21
C -4.632 -1.281 -0.165 -0.05
C -4.483 -0.847 1.142 -0.25
C -3.824 0.344 1.387 -0.16
H -3.700 0.683 2.406 0.20
H -4.874 -1.437 1.956 0.23
Cl -5.448 -2.775 -0.476 0.00
H -4.256 -0.889 -2.236 0.23
H -3.084 1.241 -1.776 0.24
H -3.321 3.236 0.418 0.20
H -2.284 2.467 1.644 0.17
H -0.058 2.317 1.121 0.16
H 0.418 2.554 -0.588 0.20
O -0.473 0.173 -1.445 -0.72
H 0.274 0.499 -1.976 0.50
H -1.057 0.081 0.459 0.20
H 1.227 0.147 1.457 0.24
H 1.182 -1.038 0.122 0.24
```

7.
C4H10N2 | ωB97M-V/def2-TZVPD

Output
highest occupied orbital energy	-7.81	eV
orbital gap	5.55	eV
energy	-267.65315	Ha

```
16
Properties=species:S:1:pos:R:3:nbo_charge:R:1
C -2.669 -0.288 -0.222 -0.65
C -1.499 0.631 -0.086 -0.29
C 0.197 -0.311 -0.056 -0.27
N 2.792 -0.705 0.893 -0.67
C 2.472 0.433 0.201 -0.17
N 1.095 0.591 -0.501 -0.17
H -2.612 -1.068 0.518 0.21
H -2.524 -0.813 -1.155 0.21
H -3.681 0.096 -0.196 0.23
H -1.317 1.258 0.691 0.19
H -1.338 1.307 -0.981 0.21
H 0.316 -0.593 1.017 0.20
H -0.049 -1.114 -0.730 0.24
H 3.166 0.679 -0.610 0.24
H 3.253 -1.326 0.283 0.31
H 2.398 1.223 0.935 0.16
```

8.
C14H21N6O5P | ωB97M-V/def2-TZVPD

Output
SMILES	CC(C)O[P@@]1(=O)OC[C@H]2O[C@@H](c3cnn4c(N)ncnc34)[C@](C)(N)[C@@H]2O1
highest occupied orbital energy	-8.90	eV
orbital gap	9.41	eV
energy	-1592.15582	Ha

```
47
Properties=species:S:1:pos:R:3:nbo_charge:R:1
C 0.477 3.631 -4.367 -0.64
C 0.626 2.163 -4.687 0.09
C 1.738 1.920 -5.788 -0.62
O 0.931 1.436 -3.518 -0.78
P -0.341 0.631 -2.812 2.55
O -1.557 0.812 -3.618 -1.13
O -0.110 -0.915 -2.670 -0.79
C -1.169 -1.605 -2.066 -0.09
C -1.597 -0.816 -0.792 0.03
O -1.761 -1.730 0.338 -0.53
C -1.538 -0.897 1.556 0.09
C -0.509 -1.676 2.300 -0.18
C 0.273 -2.739 1.660 0.03
N 1.143 -3.257 2.477 -0.25
N 0.949 -2.527 3.620 -0.22
C 1.475 -2.592 4.945 0.61
N 2.407 -3.475 5.307 -0.76
N 1.287 -1.708 5.855 -0.56
C 0.335 -0.662 5.581 0.28
N -0.381 -0.703 4.502 -0.47
C -0.083 -1.632 3.516 0.29
C -1.007 0.553 1.143 0.11
C 0.124 1.218 1.844 -0.64
N -2.064 1.622 1.020 -0.88
C -0.623 0.163 -0.325 0.06
O -0.645 1.235 -1.318 -0.79
H 1.390 4.280 -4.619 0.20
H -0.321 3.862 -5.026 0.22
H 0.210 3.896 -3.391 0.22
H -0.215 1.732 -5.270 0.21
H 1.461 1.058 -6.333 0.21
H 1.766 2.715 -6.560 0.21
H 2.771 1.811 -5.317 0.21
H -2.045 -1.636 -2.712 0.21
H -0.904 -2.674 -1.875 0.21
H -2.523 -0.322 -0.878 0.21
H -2.449 -0.717 2.148 0.22
H 0.190 -2.931 0.634 0.22
H 2.161 -4.408 4.994 0.39
H 2.627 -3.372 6.253 0.41
H 0.065 0.058 6.246 0.19
H -0.302 1.439 2.847 0.23
H 0.548 2.240 1.516 0.23
H 0.938 0.553 1.865 0.21
H -1.704 2.277 0.280 0.39
H -2.370 2.033 1.934 0.38
H 0.325 -0.345 -0.437 0.19
```